49
Properties=species:S:1:pos:R:3:forces:R:3 method="wB97M-V/def2-TZVPD" smiles="S=C(NCc1ccc(Cl)cc1)NC1CCN(Cc2ccccc2)CC1" largest_force_ev_per_a=0.76 orbital_gap_ev=8.58
S -1.5312 2.0353 2.7079 0.081 0.583 0.477
C -1.6410 0.8204 1.5922 -0.402 -0.133 -0.006
N -1.4271 -0.4830 1.9197 -0.168 -0.121 -0.379
H -1.3148 -1.1223 1.1428 -0.016 0.039 0.027
C -0.6933 -0.8369 3.1203 0.121 0.044 0.132
C 0.7773 -0.5521 2.9328 -0.012 -0.013 0.092
C 1.3935 0.5024 3.5928 0.006 -0.129 0.010
C 2.7175 0.8160 3.3402 0.147 -0.030 -0.052
C 3.4277 0.0707 2.4138 -0.243 -0.027 0.063
C 2.8314 -0.9864 1.7457 0.065 0.023 -0.032
C 1.5095 -1.2903 2.0104 -0.013 0.079 0.146
H 1.0446 -2.1131 1.4863 -0.038 -0.054 -0.054
H 3.3919 -1.5609 1.0250 0.092 -0.043 -0.063
Cl 5.0801 0.4626 2.0827 0.231 0.059 -0.047
H 3.1921 1.6384 3.8518 0.076 0.070 0.028
H 0.8304 1.0937 4.2977 -0.069 0.043 0.045
H -0.8680 -1.8965 3.3209 -0.008 0.067 -0.002
H -1.0931 -0.2390 3.9412 0.031 -0.196 -0.047
N -2.0391 1.0439 0.3203 0.034 -0.492 0.161
H -1.8820 0.3021 -0.3559 0.030 0.015 0.115
C -1.9107 2.3496 -0.2997 0.017 0.431 -0.041
C -0.4342 2.6516 -0.5819 -0.117 -0.088 0.084
C 0.1666 1.5125 -1.4165 0.160 0.029 0.217
N -0.8811 0.7941 -2.1284 0.006 -0.066 -0.415
C -1.8155 1.7246 -2.7348 -0.216 0.112 -0.100
C -2.6791 2.3465 -1.6229 0.121 -0.039 -0.036
H -3.5980 1.7750 -1.4901 -0.052 0.025 -0.012
H -2.9522 3.3659 -1.8933 -0.036 0.037 0.007
H -2.4506 1.1853 -3.4406 0.082 0.037 -0.019
H -1.2879 2.5125 -3.2971 -0.009 -0.040 -0.045
C -0.3413 -0.2292 -3.0045 -0.075 0.036 0.040
C 0.1089 -1.4072 -2.1789 0.151 -0.013 -0.100
C -0.8287 -2.1040 -1.4239 0.026 -0.021 0.000
C -0.4490 -3.1866 -0.6515 -0.111 -0.032 0.038
C 0.8776 -3.5884 -0.6265 0.107 -0.091 -0.019
C 1.8176 -2.8970 -1.3706 0.056 -0.138 0.082
C 1.4355 -1.8095 -2.1381 -0.117 0.059 -0.072
H 2.1741 -1.2737 -2.7168 0.066 0.081 -0.061
H 2.8520 -3.2071 -1.3559 0.098 -0.025 0.009
H 1.1751 -4.4393 -0.0312 0.029 -0.064 0.051
H -1.1883 -3.7249 -0.0747 -0.064 -0.059 0.025
H -1.8666 -1.8015 -1.4611 -0.130 0.033 -0.012
H -1.1381 -0.5559 -3.6798 0.075 0.060 -0.003
H 0.4946 0.1462 -3.6194 -0.077 -0.038 0.008
H 0.6813 0.7944 -0.7690 0.030 0.081 -0.031
H 0.9151 1.9195 -2.1192 -0.036 -0.089 0.006
H -0.3697 3.6006 -1.1145 0.026 0.073 -0.023
H 0.1087 2.7543 0.3577 -0.012 0.064 -0.025
H -2.3225 3.0869 0.3952 0.056 -0.136 -0.164